The following is a DFT calculation (ωB97M-V/def2-TZVPD) of a 10-piece molecular cluster, C10H23Cl14N3O6 overall in a non-equilibrium geometry.

Calculated values
gap between HOMO and LUMO = 10.161 eV
energy above the lowest of the compared OMol25 structures with the same formula, charge and spin = 0.0000 eV
SMILES string = C[N+](=O)[O-].C[N+](=O)[O-].C[N+](=O)[O-].ClCCl.ClCCl.ClCCl.ClCCl.ClCCl.ClCCl.ClCCl
E = -7452.9065 hartree
HOMO = -10.62 eV
multiplicity = 1

Each atom is followed by the atoms it is bonded to, with distances in Å.
Positions of all 56 atoms, in Å:
1 Cl -0.836 -1.218 -2.225  C31 1.791
2 Cl -2.388 4.830 0.458  C28 1.793
3 Cl 4.452 1.212 -1.175  C29 1.760
4 Cl -1.749 -3.436 0.082  C24 1.804
5 Cl -0.192 -3.223 3.711  C26 1.819
6 Cl 3.933 -0.896 0.805  C29 1.783
7 Cl 0.382 4.939 1.257  C28 1.758
8 Cl -0.718 -0.291 -4.896  C31 1.753
9 Cl -4.210 -4.953 0.612  C24 1.777
10 Cl 2.203 -1.601 4.379  C26 1.760
11 Cl 2.588 4.554 4.323  C25 1.751
12 Cl 3.473 1.764 4.031  C25 1.790
13 Cl -6.140 1.955 -1.220  C27 1.758
14 Cl -3.473 1.213 -0.207  C27 1.780
15 O -0.195 2.698 -4.551  N23 1.212
16 O -0.591 1.519 2.288  N22 1.209
17 O 0.129 1.396 0.283  N22 1.217
18 O 1.062 -4.151 0.616  N21 1.208
19 O 1.584 -2.388 -0.475  N21 1.216
20 O -1.163 3.285 -2.734  N23 1.210
21 N 1.544 -3.597 -0.342  O18 1.208, O19 1.216, C30 1.494
22 N -0.388 0.902 1.268  O16 1.209, O17 1.217, C32 1.486
23 N -0.202 2.894 -3.355  O15 1.212, O20 1.210, C33 1.495
24 C -2.826 -4.124 1.355  Cl4 1.804, Cl9 1.777, H39 1.081, H42 1.082
25 C 2.112 2.871 4.388  Cl11 1.751, Cl12 1.790, H35 1.086, H53 1.084
26 C 1.553 -2.866 3.342  Cl5 1.819, Cl10 1.760, H38 1.080, H46 1.083
27 C -4.483 2.476 -0.953  Cl13 1.758, Cl14 1.780, H37 1.088, H49 1.087
28 C -0.713 4.384 -0.001  Cl2 1.793, Cl7 1.758, H36 1.083, H50 1.084
29 C 3.224 0.237 -0.375  Cl3 1.760, Cl6 1.783, H45 1.084, H48 1.085
30 C 1.895 -4.389 -1.560  N21 1.494, H34 1.092, H54 1.085, H56 1.082
31 C -1.120 -1.695 -3.927  Cl1 1.791, Cl8 1.753, H51 1.082, H52 1.083
32 C -0.920 -0.480 1.146  N22 1.486, H43 1.083, H44 1.086, H47 1.088
33 C 1.099 2.739 -2.633  N23 1.495, H40 1.083, H41 1.087, H55 1.085
34 H 2.880 -3.993 -1.816  C30 1.092
35 H 1.385 2.657 3.609  C25 1.086
36 H -0.389 4.933 -0.877  C28 1.083
37 H -4.062 2.842 -1.887  C27 1.088
38 H 1.652 -2.597 2.300  C26 1.080
39 H -2.236 -4.808 1.947  C24 1.081
40 H 0.961 3.220 -1.673  C33 1.083
41 H 1.263 1.667 -2.566  C33 1.087
42 H -3.290 -3.295 1.872  C24 1.082
43 H -1.383 -0.819 2.065  C32 1.083
44 H -0.149 -1.140 0.758  C32 1.086
45 H 2.450 0.805 0.130  C29 1.084
46 H 2.001 -3.823 3.578  C26 1.083
47 H -1.696 -0.411 0.386  C32 1.088
48 H 2.789 -0.410 -1.129  C29 1.085
49 H -4.493 3.366 -0.330  C27 1.087
50 H -0.680 3.313 -0.164  C28 1.084
51 H -2.170 -1.945 -4.004  C31 1.082
52 H -0.401 -2.457 -4.201  C31 1.083
53 H 1.641 2.631 5.335  C25 1.084
54 H 1.200 -4.055 -2.323  C30 1.085
55 H 1.800 3.215 -3.312  C33 1.085
56 H 2.001 -5.456 -1.413  C30 1.082